81
Properties=species:S:1:pos:R:3:lowdin_spin:R:1 method="wB97M-V/def2-TZVPD" s_squared=0.772 homo_ev="-15.9 / -16.3" lumo_energy_ev="-10.18 / -9.71" spin_multiplicity=2 total_charge=+3 gap_ha="0.21059 / 0.24202" mol_weight_da=835.56
Tc 0.3595 -1.7062 1.2950 0.75
O -1.0833 -0.9206 4.9478 0.07
C -0.3770 -1.2048 4.0230 0.02
N -0.8551 -1.5384 2.7431 0.15
C -2.2891 -1.5744 2.5277 0.01
C -2.5421 -2.0943 1.1436 0.00
C -3.7953 -2.5027 0.7193 0.00
C -3.9513 -2.9690 -0.5731 0.00
C -2.8484 -3.0063 -1.4216 0.00
C -1.6289 -2.5982 -0.9370 0.00
N -1.4708 -2.1481 0.3241 -0.01
C 1.1221 -1.2313 4.0709 0.00
C 1.8165 -1.0437 5.2445 0.00
C 3.2040 -1.1274 5.2099 0.00
C 3.8361 -1.3955 4.0045 0.00
C 3.0698 -1.5725 2.8653 0.00
N 1.7359 -1.4817 2.8975 -0.01
H -2.7907 -2.1833 3.2833 0.00
H -2.7041 -0.5643 2.6225 0.01
H -4.6287 -2.4727 1.4084 0.00
H -4.9184 -3.3137 -0.9150 0.00
H -2.9306 -3.3674 -2.4366 0.00
H -0.7396 -2.6292 -1.5511 0.00
H 1.2662 -0.8460 6.1546 0.00
H 3.7827 -0.9925 6.1140 0.00
H 4.9122 -1.4744 3.9414 0.00
H 3.5212 -1.7865 1.9046 0.00
C 0.9957 2.7198 1.9994 0.00
C 1.8481 2.1149 0.9231 -0.01
N 2.8225 2.8634 0.4292 0.00
C 3.6741 2.3525 -0.4591 -0.01
C 3.6297 1.0418 -0.9037 0.00
C 4.6702 0.5250 -1.8680 0.00
O 5.2327 -0.6969 -1.4031 0.00
C 2.5869 0.2323 -0.4220 -0.01
C 2.4942 -1.1438 -0.8761 0.00
N 1.7008 -2.0513 -0.4134 0.00
C 1.7556 -3.3325 -1.0730 0.00
C 2.0729 -3.4464 -2.4258 0.00
C 2.1684 -4.6890 -3.0319 0.00
C 1.9316 -5.8459 -2.3058 0.00
C 1.5637 -5.7549 -0.9715 0.00
C 1.4704 -4.5055 -0.3844 0.00
I 0.8242 -4.4116 1.6001 0.02
C 1.6792 0.7950 0.4781 0.00
O 0.6241 0.0968 0.9510 0.01
H 1.6290 2.9696 2.8517 0.00
H 0.2025 2.0544 2.3329 0.00
H 0.5701 3.6632 1.6561 0.00
H 4.4496 3.0218 -0.8146 0.00
H 5.4316 1.2889 -2.0196 0.00
H 4.2142 0.3389 -2.8450 0.00
H 6.1523 -0.5627 -1.1515 0.00
H 3.1938 -1.4275 -1.6531 0.00
H 2.2312 -2.5589 -3.0244 0.00
H 2.4228 -4.7494 -4.0813 0.00
H 2.0114 -6.8172 -2.7742 0.00
H 1.3504 -6.6516 -0.4046 0.00
C -4.1101 4.5015 -1.0058 0.00
N -4.1514 3.5966 -2.2510 0.00
C -3.0286 4.0511 -3.2009 0.00
N -1.7733 4.0220 -2.5394 0.00
C -1.7987 4.8820 -1.3565 0.00
N -2.8258 4.4621 -0.4050 0.00
C -2.5196 3.1710 0.2122 0.00
P -2.3931 1.7691 -1.0078 0.00
C -4.0005 2.1475 -1.8825 0.00
C -1.3140 2.6657 -2.2346 0.00
H -4.8869 4.1501 -0.3280 0.00
H -4.3481 5.5059 -1.3551 0.00
H -5.0493 3.7303 -2.7198 0.00
H -3.2840 5.0658 -3.5052 0.00
H -3.0506 3.3876 -4.0642 0.00
H -2.0006 5.9073 -1.6682 0.00
H -0.8245 4.8548 -0.8712 0.00
H -3.2778 2.9378 0.9630 0.00
H -1.5698 3.2543 0.7419 0.00
H -4.8471 1.8737 -1.2519 0.00
H -4.0652 1.5659 -2.8029 0.00
H -1.2588 2.0868 -3.1591 0.00
H -0.2990 2.7231 -1.8347 0.00


88
Properties=species:S:1:pos:R:3:lowdin_charge:R:1 method="wB97M-V/def2-TZVPD" e_above_lowest_kcal_mol=0.0 homo_ev=-10.4 lumo_energy_ev=-2.85 total_charge=+1 gap_ha=0.27823 mol_weight_da=967.78
Cs -0.8092 0.6095 -1.1009 0.86
N -1.5900 3.6471 2.9292 0.17
C -1.9877 4.6472 2.0627 -0.19
C -2.7636 5.7893 2.2320 -0.01
C -2.9359 6.5888 1.1190 -0.08
C -2.3462 6.2696 -0.1155 -0.08
C -1.5814 5.1330 -0.2731 -0.02
C -1.4163 4.3008 0.8331 -0.23
N -0.7158 3.1087 0.9497 0.12
C -0.8380 2.7640 2.2032 -0.28
C -0.2398 1.5699 2.8045 -0.31
C -0.0310 1.3603 4.1335 -0.33
S 0.6675 -0.1811 4.3718 1.04
C 0.6484 -0.4303 2.6762 -0.51
N 0.1546 0.5411 1.9821 0.00
H -1.8735 3.5362 3.8864 0.16
H -3.2047 6.0484 3.1853 0.11
H -3.5274 7.4907 1.2031 0.11
H -2.4896 6.9373 -0.9555 0.11
H -1.1105 4.8939 -1.2168 0.11
H -0.2307 2.0197 4.9618 0.08
H 1.0017 -1.3521 2.2371 0.05
O 0.8587 -1.1797 -2.8188 -0.23
C 0.3040 -2.0379 -3.7947 -0.21
C -0.6393 -1.2801 -4.6939 -0.27
C -0.7078 -1.5748 -6.0498 -0.02
C -1.6392 -0.9164 -6.8348 -0.05
C -2.4673 0.0223 -6.2418 -0.05
C -2.3189 0.2591 -4.8849 -0.13
N -1.4303 -0.3727 -4.1198 0.06
H 1.3543 -1.7272 -2.1748 0.02
H -0.2685 -2.8458 -3.3169 0.13
H 1.0875 -2.5087 -4.3969 0.12
H -0.0371 -2.3071 -6.4798 0.12
H -1.7133 -1.1290 -7.8932 0.11
H -3.2098 0.5621 -6.8127 0.11
H -2.9466 0.9855 -4.3791 0.09
S -1.7141 -2.1849 1.0318 0.57
C -2.1932 -3.6391 0.3958 -1.18
N -1.8286 -4.8395 0.8497 -0.06
C -2.1643 -5.9954 0.0295 -0.22
C -3.4124 -5.5882 -0.7431 -0.41
S -3.2258 -3.7974 -1.0064 0.94
H -1.1280 -4.8917 1.5788 0.10
H -2.3475 -6.8638 0.6598 0.13
H -1.3391 -6.2251 -0.6516 0.12
H -4.3170 -5.7641 -0.1637 0.08
H -3.4902 -6.0983 -1.6993 0.08
C 4.8783 1.8011 4.3547 -0.10
C 4.6986 0.2944 4.4912 -0.30
S 4.6972 -0.4488 2.8802 0.63
O 6.0139 -0.3316 2.3055 -0.30
O 3.5647 0.0510 2.1314 -0.31
C 4.3756 -2.1819 3.1752 -0.20
C 4.5900 -2.9591 1.8763 -0.12
N 3.4095 -3.0176 1.0187 0.06
C 3.2699 -2.3631 -0.1580 -0.29
N 2.1072 -2.6438 -0.7350 0.13
C 1.4626 -3.5069 0.0846 -0.03
C 2.2442 -3.7520 1.1749 -0.15
N 1.9522 -4.5947 2.2782 -0.32
O 0.8886 -5.1933 2.2553 0.07
O 2.7707 -4.6781 3.1776 0.09
C 4.2960 -1.4679 -0.7535 0.03
H 4.8822 2.2546 5.3442 0.08
H 4.0647 2.2353 3.7754 0.08
H 5.8217 2.0352 3.8645 0.08
H 3.7440 0.0349 4.9521 0.08
H 5.5127 -0.1710 5.0476 0.11
H 3.3524 -2.2547 3.5384 0.09
H 5.0474 -2.5509 3.9490 0.12
H 4.9209 -3.9684 2.1021 0.13
H 5.3724 -2.4788 1.2907 0.11
H 0.4872 -3.9045 -0.1309 0.10
H 5.2010 -2.0215 -1.0088 0.10
H 4.5549 -0.6574 -0.0736 0.07
H 3.8839 -1.0440 -1.6662 0.09
Br -3.1674 6.0159 -4.5553 0.78
C -3.6148 4.7358 -3.2464 -0.69
C -4.7245 4.9049 -2.4382 -0.10
C -4.9826 3.9392 -1.4802 -0.04
C -4.1233 2.8578 -1.3750 -0.14
N -3.0553 2.6953 -2.1547 0.00
C -2.8097 3.6201 -3.0784 -0.22
H -5.3636 5.7696 -2.5531 0.11
H -5.8353 4.0260 -0.8214 0.11
H -4.2970 2.0895 -0.6295 0.11
H -1.9384 3.4753 -3.7080 0.11